CH4N2S | the ωB97M-V functional and the def2-TZVPD basis

Element x y z (Å)
C: -0.020 -0.985 -0.370
N: 1.065 -0.016 -0.242
N: -0.017 0.027 0.617
S: -1.329 1.701 0.003
H: -0.549 -0.999 -1.308
H: 0.267 -1.954 0.041
H: 1.948 -0.235 0.188
H: -1.366 2.462 1.070

Its gap between HOMO and LUMO is 8.62 eV. The calculation puts the relative energy (zero: lowest compared OMol25 entry of this formula, charge and spin) at 415.3 kJ/mol.

---

C11H17Cl2NO2W | the ωB97M-V functional and the def2-TZVPD basis

Element x y z (Å)
C: 0.454 -1.130 -0.642
C: 1.355 0.002 -0.783
C: 0.516 1.202 -0.842
C: 2.803 -0.066 -1.071
C: -0.848 0.762 -0.636
C: -0.868 -0.654 -0.594
C: -2.105 -1.484 -0.588
C: 0.811 -2.565 -0.771
C: 0.892 2.563 -1.280
C: -2.059 1.610 -0.777
W: 0.718 0.622 1.314
Cl: 2.348 2.087 1.626
Cl: 1.689 -1.408 1.956
O: -0.909 1.615 1.700
H: 3.229 -0.994 -0.680
H: 3.334 0.777 -0.631
H: 2.987 -0.058 -2.155
H: 1.960 2.755 -1.149
H: 0.338 3.316 -0.707
H: 0.646 2.736 -2.340
H: -1.862 2.642 -0.483
H: -2.861 1.207 -0.142
H: -2.448 1.607 -1.809
H: -2.935 -0.957 -0.103
H: -1.959 -2.447 -0.086
H: -2.406 -1.706 -1.621
H: 1.862 -2.758 -0.563
H: 0.604 -2.950 -1.786
H: 0.182 -3.160 -0.090
H: -1.462 1.611 2.491
O: -2.727 -2.847 2.372
H: -1.788 -2.581 2.429
N: 0.163 0.241 4.795
C: 0.344 0.407 3.646

Its gap between HOMO and LUMO (spin up / spin down) is 4.86 / 4.84 eV. The net charge is -2. The expectation value of S² is 2.016. The spin multiplicity is 3.

---

C9H20N2 | the ωB97M-V functional and the def2-TZVPD basis

Element x y z (Å)
C: 2.436 -0.041 -1.175
C: 1.223 -0.350 -0.263
C: 1.888 -0.811 1.067
N: 0.723 -1.634 -0.826
N: -0.582 -1.865 -0.377
C: -1.236 -0.516 0.003
C: -1.949 -0.746 1.386
C: -2.389 -0.203 -1.029
C: -0.053 0.477 -0.047
C: -0.071 1.443 -1.245
C: -0.087 1.413 1.165
H: 3.089 -0.833 -0.964
H: 2.837 0.853 -0.670
H: 2.150 0.095 -2.146
H: 2.387 -1.719 0.968
H: 1.199 -0.727 1.800
H: 2.767 -0.195 1.362
H: 0.560 -1.315 -1.789
H: -0.418 -2.378 0.473
H: -2.579 0.039 1.708
H: -1.254 -0.787 2.237
H: -2.573 -1.626 1.430
H: -3.118 -0.911 -0.926
H: -1.983 -0.132 -1.955
H: -2.897 0.812 -0.696
H: -0.833 2.074 -0.987
H: -0.123 0.906 -2.124
H: 0.792 2.031 -1.073
H: -1.070 1.748 1.360
H: 0.589 2.270 0.936
H: 0.398 1.085 2.001

Its gap between HOMO and LUMO is 9.83 eV. The calculation puts the relative energy (zero: lowest compared OMol25 entry of this formula, charge and spin) at 226.8 kJ/mol.

---

C4H11NO | the ωB97M-V functional and the def2-TZVPD basis

Element x y z (Å)
C: 1.674 1.987 -0.869
C: 1.710 3.258 -1.269
N: 1.737 3.808 -2.539
H: 2.174 1.930 0.069
H: 1.337 1.181 -1.420
H: 1.901 3.993 -0.534
H: 1.954 3.306 -3.377
H: 1.929 4.854 -2.518
C: -2.457 -3.116 1.783
C: -1.414 -2.549 0.848
O: -0.163 -2.336 1.645
H: -3.367 -3.560 1.260
H: -1.952 -3.848 2.537
H: -2.775 -2.415 2.673
H: -1.673 -1.576 0.355
H: -1.128 -3.288 0.104
H: 0.511 -1.629 1.252

Its gap between HOMO and LUMO is 8.95 eV. The calculation puts the relative energy (zero: lowest compared OMol25 entry of this formula, charge and spin) at 286.5 kJ/mol.

---

C29H42N2O2RhSi4Te2 | the ωB97M-V functional and the def2-TZVPD basis

Element x y z (Å)
Rh: 0.170 2.179 -0.349
O: -1.661 2.435 0.416
C: -2.330 3.537 0.346
C: -3.697 3.490 0.736
C: -4.494 4.601 0.713
C: -3.988 5.847 0.305
C: -2.672 5.928 -0.068
C: -1.815 4.809 -0.057
C: -0.455 5.032 -0.470
N: 0.470 4.137 -0.518
N: 1.726 4.513 -0.975
C: 2.435 3.443 -1.267
O: 2.042 2.222 -1.130
C: 3.808 3.645 -1.794
C: 4.334 4.924 -1.964
C: 5.617 5.088 -2.454
C: 6.387 3.979 -2.781
C: 5.865 2.704 -2.615
C: 4.581 2.536 -2.123
H: -4.075 2.524 1.046
H: -5.532 4.515 1.010
H: -4.623 6.723 0.287
H: -2.257 6.879 -0.383
H: -0.172 6.038 -0.775
H: 3.722 5.777 -1.704
H: 6.021 6.084 -2.582
H: 7.391 4.110 -3.164
H: 6.461 1.836 -2.869
H: 4.156 1.551 -1.989
C: 1.811 -4.742 1.102
Si: 1.340 -2.908 1.063
C: 2.876 -1.931 0.610
C: 0.726 -2.496 2.791
Si: -0.303 -2.576 -0.573
Te: -0.520 -0.221 -1.372
Si: -2.425 -3.337 0.065
C: -3.649 -3.057 -1.337
C: -3.066 -2.378 1.551
C: -2.410 -5.177 0.498
Si: 0.393 -3.682 -2.522
C: 0.361 -5.568 -2.391
C: 2.152 -3.151 -2.938
C: -0.730 -3.223 -3.963
H: 2.574 -4.915 1.866
H: 2.217 -5.075 0.145
H: 0.950 -5.371 1.339
H: 3.629 -1.990 1.401
H: 2.624 -0.883 0.453
H: 3.314 -2.312 -0.314
H: 1.537 -2.635 3.512
H: -0.092 -3.161 3.075
H: 0.381 -1.465 2.873
H: -3.602 -2.020 -1.674
H: -4.668 -3.267 -1.001
H: -3.437 -3.699 -2.194
H: -2.980 -1.308 1.350
H: -2.514 -2.600 2.466
H: -4.123 -2.601 1.723
H: -2.051 -5.782 -0.336
H: -3.416 -5.520 0.753
H: -1.762 -5.376 1.354
H: 1.027 -5.942 -1.612
H: 0.672 -6.010 -3.341
H: -0.644 -5.931 -2.172
H: 2.876 -3.636 -2.280
H: 2.258 -2.071 -2.826
H: 2.404 -3.417 -3.968
H: -1.719 -3.668 -3.849
H: -0.304 -3.584 -4.904
H: -0.852 -2.142 -4.035
Te: 1.216 1.498 1.852
C: -0.470 1.603 3.122
C: -1.535 0.726 2.924
C: -2.646 0.772 3.748
C: -2.702 1.691 4.789
C: -1.648 2.564 4.992
C: -0.538 2.524 4.158
H: -1.492 0.028 2.094
H: -3.469 0.091 3.575
H: -3.571 1.730 5.434
H: -1.690 3.291 5.795
H: 0.275 3.225 4.306

Its gap between HOMO and LUMO is 6.02 eV. The net charge is -1. The calculation puts the relative energy (zero: lowest compared OMol25 entry of this formula, charge and spin) at 45.2 kJ/mol.

---

C4H3CsLiMgO2 | the ωB97M-V functional and the def2-TZVPD basis

Element x y z (Å)
C: 3.330 -0.040 -0.335
O: 4.457 -0.003 -0.505
Mg: 6.537 0.168 -0.592
Li: -2.607 -1.228 1.201
C: -1.075 1.415 1.650
C: -1.391 0.894 0.485
C: -1.376 0.070 -0.561
O: -1.977 -1.129 -0.538
Cs: -3.143 -3.833 -3.561
H: -1.752 2.077 2.200
H: -0.946 0.412 -1.512
H: -0.056 1.195 2.069

Its gap between HOMO and LUMO (spin up / spin down) is 10.53 / 4.53 eV. The net charge is +3.

---

C32H27Cl6N5O10 | the ωB97M-V functional and the def2-TZVPD basis

Element x y z (Å)
O: -0.755 1.094 -3.384
N: 0.353 0.802 -3.779
O: 1.372 0.784 -3.119
C: 0.415 0.303 -5.134
C: -0.685 0.461 -5.966
C: -0.552 -0.127 -7.271
C: 0.633 -0.668 -7.717
C: 1.699 -0.758 -6.845
C: 1.571 -0.265 -5.556
H: -1.602 1.031 -5.835
H: -1.422 -0.034 -7.888
H: 0.721 -1.191 -8.690
H: 2.597 -1.255 -7.178
H: 2.391 -0.368 -4.873
O: -6.559 -2.380 4.657
N: -6.180 -3.027 3.714
O: -6.253 -4.224 3.667
C: -5.535 -2.275 2.564
C: -5.082 -3.125 1.510
C: -4.364 -2.497 0.472
C: -4.207 -1.155 0.539
C: -4.774 -0.323 1.511
C: -5.347 -0.933 2.643
H: -5.188 -4.172 1.604
H: -3.809 -3.134 -0.202
H: -3.572 -0.635 -0.137
H: -4.720 0.757 1.500
H: -5.777 -0.362 3.478
O: 3.780 1.570 0.712
N: 4.408 1.143 1.667
O: 4.640 1.751 2.683
C: 4.893 -0.222 1.635
C: 4.843 -0.817 0.395
C: 5.129 -2.153 0.313
C: 5.562 -2.830 1.498
C: 5.713 -2.150 2.694
C: 5.366 -0.813 2.807
H: 4.525 -0.249 -0.460
H: 5.243 -2.722 -0.618
H: 5.742 -3.894 1.473
H: 6.206 -2.684 3.456
H: 5.477 -0.182 3.666
O: -0.375 -4.224 -0.189
N: -0.041 -3.230 0.449
O: 0.888 -2.519 0.233
C: -0.955 -2.969 1.554
C: -1.558 -4.026 2.233
C: -2.251 -3.839 3.413
C: -2.269 -2.523 4.016
C: -1.560 -1.508 3.435
C: -0.946 -1.740 2.171
H: -1.434 -4.940 1.684
H: -2.679 -4.667 3.922
H: -2.825 -2.518 4.943
H: -1.433 -0.530 3.861
H: -0.571 -0.803 1.743
O: -1.351 2.467 2.883
N: -1.350 2.408 1.660
O: -2.170 1.772 0.985
C: -0.208 3.052 0.973
C: -0.098 2.791 -0.381
C: 0.962 3.457 -1.071
C: 1.664 4.428 -0.409
C: 1.492 4.640 0.981
C: 0.578 3.930 1.678
H: -0.672 2.057 -0.819
H: 1.180 3.291 -2.051
H: 2.433 5.043 -0.867
H: 2.074 5.394 1.459
H: 0.419 3.965 2.776
Cl: 1.873 3.514 -6.752
C: 0.324 4.420 -6.933
Cl: -0.813 3.849 -5.709
Cl: -0.319 4.302 -8.613
H: 0.580 5.476 -6.753
Cl: 2.189 3.437 5.168
C: 0.809 2.369 5.422
Cl: 0.409 2.249 7.143
Cl: 1.099 0.798 4.667
H: 0.008 2.856 4.890

Its gap between HOMO and LUMO is 8.69 eV.

---

C3H18F9O18S3 | the ωB97M-V functional and the def2-TZVPD basis

Element x y z (Å)
C: 0.123 0.623 1.777
F: -0.124 1.397 2.830
F: 1.314 0.050 1.913
F: -0.768 -0.373 1.716
S: 0.047 1.570 0.179
O: 0.764 0.743 -0.749
O: -1.361 1.760 -0.164
O: 0.750 2.831 0.403
C: 3.731 -2.480 -0.053
F: 3.867 -1.165 -0.310
F: 4.799 -2.829 0.699
F: 2.598 -2.605 0.640
S: 3.688 -3.510 -1.603
O: 4.941 -3.278 -2.312
O: 3.608 -4.833 -0.987
O: 2.497 -3.091 -2.300
C: -1.697 -2.699 -0.878
F: -2.158 -1.429 -0.854
F: -0.551 -2.697 -0.185
F: -2.549 -3.506 -0.234
S: -1.401 -3.339 -2.615
O: -2.573 -2.919 -3.379
O: -0.154 -2.733 -3.009
O: -1.366 -4.779 -2.404
O: -3.771 0.799 0.753
H: -3.570 -0.076 0.398
H: -2.973 1.314 0.543
O: 3.520 2.101 1.759
H: 3.106 1.478 2.363
H: 2.777 2.625 1.425
O: 1.693 4.393 -1.770
H: 2.468 3.855 -1.958
H: 1.152 3.817 -1.199
O: -2.530 4.508 0.123
H: -2.586 4.937 -0.735
H: -2.266 3.599 -0.092
O: -3.274 2.427 3.096
H: -3.403 2.103 2.190
H: -3.578 3.338 3.069
O: -2.802 0.232 4.700
H: -2.511 -0.225 3.904
H: -2.940 1.150 4.409
O: 0.271 -3.924 2.032
H: 1.086 -4.210 2.454
H: 0.492 -3.079 1.628
O: -1.120 2.619 -2.892
H: -0.212 2.627 -3.210
H: -1.037 2.525 -1.930
O: 1.367 -0.245 -3.211
H: 1.150 0.013 -2.294
H: 1.467 0.591 -3.677

Its gap between HOMO and LUMO is 6.65 eV. The net charge is -3. The calculation puts the relative energy (zero: lowest compared OMol25 entry of this formula, charge and spin) at 14.9 kJ/mol.

---

| no. | electronic energy (a.u.) |
| --- | --- |
| 1 | -548.0537 |
| 2 | -1622.0611 |
| 3 | -464.3238 |
| 4 | -288.9079 |
| 5 | -3195.0244 |
| 6 | -531.4210 |
| 7 | -5022.4108 |
| 8 | -3572.9018 |